A structure of composition C11H18ClF6NO8S2Sr. Source: the Open Molecules 2025 dataset; level of theory: ωB97M-V/def2-TZVPD.

The value obtained for the gap between HOMO and LUMO is 7.29 eV. For the molar mass, the calculation gives 593.5 g mol⁻¹. For the energy above the lowest of the compared OMol25 structures with the same formula, charge and spin, the calculation gives 75.3 kJ/mol. The calculation puts the LUMO energy at 0.0058 Ha. The spin multiplicity is 1. As for the highest occupied orbital energy: -7.13 eV.

Last column: Löwdin charge in e.
CARTESIAN COORDINATES (ANGSTROEM)
Sr 0.07656 -0.21111 1.26928  1.4731
Cl 2.50222 0.27847 3.73280  0.3168
S 0.83704 -2.98373 0.09416  0.5452
S -1.90435 -2.61804 0.57699  0.5722
F 0.23963 -5.51801 -0.15599  0.1556
F -4.11563 -3.73488 1.35209  0.1513
F -0.09914 -4.35162 -1.95091  0.1545
F 1.91952 -4.85449 -1.35479  0.1516
F -2.47796 -5.12103 1.03668  0.1507
F -2.50907 -3.86141 2.80086  0.1592
O -2.21215 -2.79278 -0.80858  -0.2448
O 0.85528 -1.87191 -0.83453  -0.3340
O 0.87833 1.00884 -1.60057  -0.1810
O 2.01689 1.37012 0.70790  -0.2920
O -2.30265 -1.38475 1.22300  -0.3629
O -1.59933 0.74978 -1.04458  -0.1750
O 1.96345 -3.11795 0.95437  -0.2406
O -0.58488 2.30258 1.01577  -0.2386
N -0.43790 -2.95461 1.00164  -0.3538
C 2.87940 1.18223 -0.40259  -0.1443
C -1.97523 2.10970 -0.97392  -0.1764
C 0.09710 0.95072 -2.76496  -0.1736
C -1.87574 2.54675 0.47178  -0.1506
C 0.67375 0.51841 3.68129  -0.7422
C 1.75672 2.69748 1.14300  -0.1618
C 0.70549 -4.53257 -0.91309  -0.6733
C 0.43398 3.20594 0.60256  -0.1588
C 2.18611 1.49827 -1.72048  -0.1745
C -1.22230 0.31127 -2.33673  -0.1513
C -2.80692 -3.92314 1.50995  -0.6824
H -0.04125 1.95658 -3.18397  0.1262
H 0.46628 3.26705 -0.48792  0.1164
H -2.13408 3.60619 0.56337  0.1379
H 1.73211 2.65309 2.23207  0.1065
H 2.72891 1.00976 -2.53860  0.1387
H -1.10064 -0.76713 -2.25277  0.1129
H -1.32740 2.72936 -1.60202  0.1190
H 2.17908 2.57961 -1.92112  0.1307
H 0.55109 1.56669 3.98210  -0.0605
H -2.00533 0.52395 -3.07196  0.1381
H 3.78224 1.78798 -0.28546  0.1369
H 3.15543 0.12885 -0.37184  0.1362
H 0.56665 0.32836 -3.53546  0.1389
H 0.32824 -0.04390 4.55486  -0.0625
H -2.56607 1.96373 1.08274  0.1403
H 2.56329 3.36658 0.82894  0.1417
H -3.00675 2.24428 -1.32002  0.1420
H 0.22996 4.20047 1.01464  0.1423